*A*
ORCA calculation (wB97M-V/def2-TZVPD) on a 10-piece molecular cluster, H20O10 overall.

Structure (XYZ):
```
30
Properties=species:S:1:pos:R:3:mulliken_charge:R:1
O -2.6283 -0.2416 1.1952 -0.708
H -1.8002 -0.6029 0.7377 0.199
H -2.5408 0.6917 1.1909 0.399
O -3.4769 1.2580 -0.6142 -0.586
H -4.1909 1.7538 -0.0649 0.317
H -3.1904 1.7688 -1.3842 0.309
O 1.3623 3.8277 -0.6607 -0.658
H 0.9141 4.1949 -1.4565 0.323
H 1.7207 2.9953 -0.9788 0.288
O 1.3259 -2.6484 2.9190 -0.601
H 2.0603 -2.4729 2.4828 0.258
H 0.7296 -2.9869 2.1938 0.329
O 2.3533 1.3327 -1.0801 -0.705
H 1.6576 1.0223 -1.5559 0.378
H 2.7922 1.9609 -1.7617 0.342
O -1.7054 -2.8761 0.8525 -0.652
H -2.2708 -2.1526 1.3853 0.468
H -1.7993 -2.3331 0.0014 0.294
O 0.7342 -0.7093 -3.5954 -0.566
H 0.7715 -0.7284 -2.7728 0.269
H 0.9370 -1.6067 -3.9199 0.314
O 0.6163 0.2510 2.4837 -0.581
H 0.8896 0.9184 3.0737 0.261
H -0.0373 -0.4278 2.6743 0.340
O 1.3109 -2.1316 -0.5126 -0.519
H 1.8476 -1.4961 -0.2992 0.269
H 1.6896 -2.9452 -0.7831 0.256
O -0.2513 1.5206 -0.2009 -0.613
H -0.2877 0.8335 0.5035 0.231
H 0.4667 2.0299 -0.0530 0.343
```

The HOMO energy comes out at -11.0 eV. As for the SMILES: O.O.O.O.O.O.O.O.O.O. Its LUMO energy is 0.1 eV. The value obtained for the gap between HOMO and LUMO is 11.164 eV.


*B*
ORCA calculation (wB97M-V/def2-TZVPD) on a 10-piece molecular cluster, H20O10 overall.

Structure (XYZ):
```
30
Properties=species:S:1:pos:R:3:mulliken_charge:R:1
O 0.1732 0.7279 0.2196 -0.395
H 0.0914 -0.2343 0.2432 0.249
H 0.8912 0.8999 -0.4040 0.251
O 0.3151 -1.7254 -1.4228 -0.610
H -0.5686 -2.0933 -1.3057 0.297
H 0.8632 -2.4615 -1.7203 0.274
O 4.3262 -0.6620 -0.8344 -0.627
H 3.7983 0.0310 -0.4132 0.355
H 4.0040 -0.6787 -1.7398 0.288
O -2.7969 0.4157 2.3856 -0.632
H -3.3734 1.1554 2.1644 0.331
H -1.9095 0.7703 2.2320 0.316
O 2.6612 1.6997 -1.2638 -0.728
H 3.4660 1.9524 -1.7276 0.324
H 2.0572 1.3615 -1.9569 0.364
O -0.9952 2.6972 2.0911 -0.656
H -0.2436 2.4264 1.5461 0.312
H -0.7123 2.5338 2.9978 0.331
O -1.8559 -1.9302 0.9947 -0.544
H -2.5734 -1.4024 0.6288 0.249
H -1.9678 -2.8224 0.6473 0.279
O 0.8491 -2.9718 2.2754 -0.643
H 0.6922 -2.5725 1.4138 0.317
H 0.0461 -2.7766 2.7711 0.333
O -2.7943 1.4959 -0.7364 -0.646
H -2.0032 1.3297 -0.2018 0.335
H -3.3790 0.7548 -0.5549 0.290
O 0.6645 0.7036 -2.9505 -0.732
H 0.0274 1.4261 -2.8817 0.362
H 0.2469 -0.0501 -2.4970 0.359
```

The HOMO energy comes out at -11.3 eV. As for the SMILES: O.O.O.O.O.O.O.O.O.O. Its LUMO energy is -0.3 eV. The value obtained for the gap between HOMO and LUMO is 10.932 eV.


Short version: *B* is the most stable of them.


*A*
ORCA calculation (wB97M-V/def2-TZVPD) on H20O10 as an isolated structure.

Structure (XYZ):
```
30
Properties=species:S:1:pos:R:3:mulliken_charge:R:1
O -0.2900 0.9956 1.5160 -0.667
H -0.5430 0.0770 1.6081 0.350
H -0.9762 1.4807 1.9743 0.157
O -0.5538 2.5777 -0.5736 -1.085
H 0.1891 2.4743 0.0210 0.525
H -1.1280 1.8391 -0.3708 0.505
O -1.6121 -2.3468 -0.9654 -0.851
H -1.4184 -1.6512 -1.5937 0.594
H -1.4284 -1.9565 -0.1109 0.286
O 1.5100 -1.0357 -1.4165 -0.464
H 1.3827 -1.8852 -0.9941 0.258
H 1.8848 -1.2466 -2.2716 0.309
O -1.1899 -0.7307 -2.2416 -0.798
H -0.5974 -0.3129 -1.6165 0.682
H -1.9391 -0.1374 -2.2955 0.326
O 1.8572 0.1137 1.5843 -0.690
H 2.2859 -0.5621 2.1095 0.324
H 1.0033 0.2348 1.9996 0.394
O -0.2166 -0.1780 -0.5270 -0.614
H 0.3728 -0.9237 -0.6397 -0.391
H 0.1200 0.2797 0.2433 0.605
O 1.0035 2.3827 0.7062 -0.409
H 1.0182 1.6448 1.3156 0.291
H 1.9224 2.6331 0.6102 0.290
O 0.6917 -2.0911 1.4302 -0.543
H 1.4254 -1.8926 2.0121 0.229
H 1.0977 -2.2523 0.5785 0.239
O -1.9016 1.1513 -0.4927 -0.673
H -2.5926 0.9679 -1.1292 0.311
H -1.3777 0.3505 -0.4699 0.512
```

The HOMO energy comes out at -7.4 eV. Its LUMO energy is -0.6 eV. The value obtained for the gap between HOMO and LUMO is 6.822 eV.


*B*
ORCA calculation (wB97M-V/def2-TZVPD) on a 10-piece molecular cluster, H20O10 overall.

Structure (XYZ):
```
30
Properties=species:S:1:pos:R:3:mulliken_charge:R:1
O 2.2172 -0.3082 -2.0288 -0.800
H 2.6236 0.1870 -1.2784 0.343
H 1.2766 0.0170 -1.9804 0.478
O 2.0460 1.6200 0.1493 -0.644
H 1.2016 1.9642 0.3075 0.320
H 2.5544 1.9075 0.7750 0.284
O 1.4903 -0.1486 2.1002 -0.822
H 1.7022 0.5031 1.4387 0.426
H 1.9866 -0.8996 1.7586 0.355
O -2.5156 1.1874 0.5571 -0.780
H -2.1691 0.5908 1.2576 0.433
H -2.6284 0.5588 -0.1845 0.342
O -1.0668 -0.7036 1.9954 -0.750
H -0.1152 -0.5226 2.0643 0.448
H -1.5066 -1.0869 2.7625 0.298
O 1.7588 -1.9122 0.0142 -0.744
H 2.2220 -2.8066 -0.0423 0.282
H 1.9542 -1.5228 -0.9508 0.484
O -0.4148 2.8704 0.2716 -0.692
H -1.3124 2.3741 0.2137 0.392
H -0.5161 3.7619 0.0114 0.265
O -0.9840 -2.4639 0.0415 -0.866
H -0.0538 -2.1289 -0.0589 0.433
H -1.2618 -1.9554 0.8372 0.484
O -2.3335 -0.8828 -1.6614 -0.784
H -2.9324 -1.3972 -2.3242 0.294
H -2.0218 -1.5682 -0.9856 0.447
O -0.2269 0.9902 -2.0263 -0.683
H 0.0004 1.3832 -1.1830 0.321
H -0.9745 0.3920 -1.8511 0.437
```

The HOMO energy comes out at -11.1 eV. As for the SMILES: O.O.O.O.O.O.O.O.O.O. Its LUMO energy is 0.4 eV. The value obtained for the gap between HOMO and LUMO is 11.455 eV.


Short version: *B* is the most stable of them.


*A*
ORCA calculation (wB97M-V/def2-TZVPD) on a 10-piece molecular cluster, H20O10 overall.

Structure (XYZ):
```
30
Properties=species:S:1:pos:R:3:mulliken_charge:R:1
O 1.8492 -0.9078 -1.3896 -0.661
H 1.8705 -1.6589 -1.9945 0.322
H 2.3957 -1.1812 -0.6414 0.265
O -1.0536 2.3019 -1.3597 -0.632
H -1.8478 2.1646 -0.7993 0.326
H -1.3746 2.2414 -2.2677 0.299
O 1.2312 3.7337 -0.1328 -0.660
H 0.6060 4.4087 0.1463 0.300
H 0.6799 2.9576 -0.2982 0.340
O -1.1627 -2.4185 1.8086 -0.605
H -1.0945 -2.1789 0.8777 0.231
H -0.3241 -2.1193 2.1818 0.351
O -0.3655 -0.0699 0.0130 -0.515
H 0.3879 -0.4833 -0.4433 0.408
H -0.5412 0.7288 -0.5181 0.314
O 0.8144 -3.9188 -0.3617 -0.627
H -0.1296 -3.8462 -0.5284 0.322
H 1.0026 -3.2694 0.3316 0.310
O -0.1703 0.2379 -3.3795 -0.628
H 0.0227 -0.6814 -3.1810 0.294
H 0.3459 0.7305 -2.7303 0.314
O 0.6955 0.9072 2.6093 -0.686
H 0.0138 0.6742 1.9539 0.357
H 0.5772 0.2751 3.3281 0.325
O 1.7222 -1.5581 1.3979 -0.629
H 1.3853 -0.6464 1.4893 0.341
H 2.6072 -1.5416 1.7791 0.272
O -3.0946 1.7543 0.4474 -0.620
H -3.8513 2.3337 0.5863 0.272
H -3.1975 1.0302 1.0755 0.300
```

The HOMO energy comes out at -10.8 eV. As for the SMILES: O.O.O.O.O.O.O.O.O.O. Its LUMO energy is 0.1 eV. The value obtained for the gap between HOMO and LUMO is 10.903 eV.


*B*
ORCA calculation (wB97M-V/def2-TZVPD) on a 10-piece molecular cluster, H20O10 overall.

Structure (XYZ):
```
30
Properties=species:S:1:pos:R:3:mulliken_charge:R:1
O 1.4669 -1.6256 -3.7888 -0.706
H 0.5229 -1.4154 -3.6218 0.354
H 2.0252 -1.0461 -3.3278 0.406
O 0.7824 0.9243 2.8043 -0.586
H 1.1716 1.2069 3.6269 0.247
H 0.7567 1.6752 2.2155 0.373
O -0.0440 -1.6298 1.5735 -0.588
H 0.3918 -1.0558 0.9687 0.292
H 0.1276 -1.1597 2.3601 0.287
O -0.7698 -1.3742 -2.1940 -0.778
H -1.5400 -1.7815 -1.7475 0.365
H -0.0054 -1.8529 -1.9287 0.396
O -4.5195 -0.1181 0.7628 -0.639
H -4.7671 -0.0834 1.6716 0.290
H -3.7799 0.5459 0.8252 0.374
O 0.6992 3.1940 1.3781 -0.650
H 0.4872 4.0067 1.8380 0.323
H -0.0828 3.0582 0.8385 0.320
O -0.1707 0.7160 -0.6127 -0.542
H -0.3483 -0.1318 -1.0802 0.318
H -0.9378 0.7499 -0.0681 0.334
O 2.8148 0.2590 -2.2921 -0.673
H 2.5735 1.1551 -2.1600 0.314
H 2.4978 -0.1292 -1.4444 0.339
O 1.5829 -2.2389 -0.8794 -0.644
H 2.1270 -2.3864 -0.1010 0.289
H 2.2178 -2.4600 -1.5465 0.264
O -1.9529 1.1436 1.6652 -0.639
H -2.0893 0.3485 2.1037 0.324
H -1.2377 1.5054 2.1606 0.233
```

The HOMO energy comes out at -10.7 eV. As for the SMILES: O.O.O.O.O.O.O.O.O.O. Its LUMO energy is 0.0 eV. The value obtained for the gap between HOMO and LUMO is 10.683 eV.


Short version: *A* is the most stable of them.


*A*
ORCA calculation (wB97M-V/def2-TZVPD) on a 10-piece molecular cluster, H20O10 overall.

Structure (XYZ):
```
30
Properties=species:S:1:pos:R:3:mulliken_charge:R:1
O 2.0975 -2.0023 -0.9347 -0.510
H 2.8325 -2.4583 -0.9517 0.239
H 2.6395 -1.1493 -0.7917 0.246
O -2.4225 -0.1023 -1.4307 -0.673
H -2.3075 0.0097 -0.4587 0.321
H -3.4225 0.1497 -1.5117 0.307
O -1.0155 -2.5793 -1.7617 -0.651
H -0.2405 -2.4563 -1.2337 0.245
H -1.4305 -1.6713 -1.7227 0.411
O 0.0985 -0.5023 3.3393 -0.645
H -0.2835 -0.7223 4.0823 0.240
H -0.0515 -0.9373 2.4923 0.471
O -0.7335 3.0997 0.4603 -0.736
H -0.4875 3.1307 1.4243 0.342
H -0.6455 4.0757 0.2623 0.277
O 3.4155 0.6147 0.1713 -0.652
H 2.6875 1.2407 0.2183 0.302
H 3.5525 0.5277 -0.7867 0.341
O 0.8805 1.0937 -2.9917 -0.637
H 1.0215 0.9317 -1.9767 0.326
H 1.4415 0.4847 -3.3587 0.283
O -2.3265 0.8187 1.3393 -0.620
H -1.7055 1.6157 1.3373 0.337
H -2.3405 0.2897 2.1053 0.280
O -0.4895 -1.5853 1.1453 -0.642
H -1.3845 -1.7863 1.0803 0.293
H 0.1195 -2.3653 1.0193 0.299
O 0.5335 0.7307 -0.2967 -0.307
H 0.0065 1.4997 -0.2147 0.434
H -0.0385 0.0057 -0.0547 0.080
```

The HOMO energy comes out at -10.4 eV. As for the SMILES: O.O.O.O.O.O.O.O.O.O. Its LUMO energy is -0.1 eV. The value obtained for the gap between HOMO and LUMO is 10.274 eV.


*B*
ORCA calculation (wB97M-V/def2-TZVPD) on a 10-piece molecular cluster, H20O10 overall.

Structure (XYZ):
```
30
Properties=species:S:1:pos:R:3:mulliken_charge:R:1
O -0.8008 1.8297 2.6000 -0.685
H -1.0169 2.6971 2.9637 0.302
H -0.0150 1.5442 3.0851 0.331
O -0.6896 -0.1354 0.2276 -0.483
H -0.7729 0.4401 1.0006 0.298
H 0.2714 -0.2547 0.0953 0.243
O 2.7276 -0.5433 -2.6312 -0.576
H 3.2614 -1.2047 -3.0813 0.267
H 1.9321 -1.0248 -2.3467 0.353
O 0.2378 -2.2107 -2.4716 -0.633
H 0.1995 -3.0992 -2.8385 0.288
H -0.3188 -2.2554 -1.6737 0.361
O -1.6677 -2.8271 -0.2646 -0.702
H -2.5432 -2.7848 -0.6658 0.330
H -1.5710 -1.9832 0.2062 0.338
O -2.6329 -0.0266 4.2651 -0.636
H -2.0153 0.4182 3.6693 0.362
H -2.9812 0.6712 4.8285 0.298
O 2.1070 2.6835 0.7389 -0.576
H 2.5241 2.0278 1.3073 0.280
H 1.1948 2.7451 1.0448 0.310
O -2.5860 0.8818 -1.6698 -0.642
H -2.4341 0.4322 -2.5074 0.309
H -2.0635 0.3851 -1.0152 0.308
O 0.8739 1.9818 -2.1044 -0.614
H 1.7919 1.7021 -2.0101 0.333
H 0.3522 1.2389 -1.7865 0.274
O 1.9317 -0.8739 0.2122 -0.589
H 2.8842 -0.7419 0.1458 0.274
H 1.8195 -1.7134 0.6762 0.276
```

The HOMO energy comes out at -10.3 eV. As for the SMILES: O.O.O.O.O.O.O.O.O.O. Its LUMO energy is -0.3 eV. The value obtained for the gap between HOMO and LUMO is 9.943 eV.


*C*
ORCA calculation (wB97M-V/def2-TZVPD) on a 10-piece molecular cluster, H20O10 overall.

Structure (XYZ):
```
30
Properties=species:S:1:pos:R:3:mulliken_charge:R:1
O -0.1862 -0.0925 -0.4719 -0.511
H 0.3772 -0.6100 -1.0162 0.338
H -0.8898 0.1592 -1.0790 0.258
O 1.9019 -2.1464 -1.3918 -0.537
H 0.9910 -2.4845 -1.6463 0.311
H 2.4519 -2.7577 -1.8578 0.255
O 1.5788 0.2990 3.6864 -0.599
H 1.3721 -0.6194 3.5614 0.320
H 2.1364 0.2849 4.4736 0.282
O -2.9483 -3.7808 -1.7397 -0.622
H -3.0568 -2.9165 -1.4154 0.328
H -2.0627 -4.0779 -1.4497 0.295
O -0.7737 4.5045 -2.7866 -0.611
H -1.0412 4.1167 -2.0132 0.302
H -1.4579 5.0337 -3.1646 0.312
O -0.2815 -2.4202 0.5078 -0.454
H 0.0681 -2.4492 -0.3200 0.087
H -0.7206 -3.2578 0.7778 0.254
O -1.4843 1.1340 3.4992 -0.609
H -0.7854 1.7523 3.4075 0.305
H -2.1714 1.3697 2.8558 0.300
O 2.3474 2.2361 -0.0057 -0.553
H 2.6784 2.9130 -0.4685 0.265
H 3.0970 1.6910 0.3320 0.285
O -2.8915 1.2182 -1.3938 -0.615
H -2.6814 1.0487 -2.2877 0.307
H -3.4925 2.0293 -1.2853 0.287
O 2.5527 -1.0839 0.7430 -0.519
H 3.4100 -0.7059 0.9534 0.239
H 1.9622 -0.3878 0.9955 0.299
```

The HOMO energy comes out at -10.3 eV. As for the SMILES: O.O.O.O.O.O.O.O.O.O. Its LUMO energy is 0.1 eV. The value obtained for the gap between HOMO and LUMO is 10.404 eV.


Short version: *B* is the most stable of them.


*A*
ORCA calculation (wB97M-V/def2-TZVPD) on a 2-piece molecular cluster, H2N5O2 overall.

Structure (XYZ):
```
9
Properties=species:S:1:pos:R:3:mulliken_charge:R:1
N -1.3834 -1.1170 -0.9245 -0.140
N 0.3165 -1.1592 0.1146 -0.705
N 0.7565 0.0960 0.3167 0.424
N -1.6357 -0.1351 -1.4522 0.474
N 0.8446 0.4814 1.5836 -0.325
O -1.5103 0.9618 -1.9549 -0.614
O 1.4010 1.6855 1.6897 -0.632
H 0.1438 -1.4988 1.0874 0.293
H 1.0669 0.6854 -0.4603 0.226
```

The HOMO energy (alpha / beta) comes out at -2.1 / -2.1 eV. Its LUMO energy (alpha / beta) is 4.6 / 4.6 eV. Its total charge is -1. The value obtained for the gap between HOMO and LUMO (alpha / beta) is 6.695 / 6.713 eV.


*B*
ORCA calculation (wB97M-V/def2-TZVPD) on a 2-piece molecular cluster, H2N5O2 overall.

Structure (XYZ):
```
9
Properties=species:S:1:pos:R:3:mulliken_charge:R:1
N -1.9780 0.2926 -0.7309 -0.189
N -0.1938 0.6624 -0.0464 -0.759
N 0.5239 -0.3901 0.2784 0.428
N -2.6591 -0.5802 -0.3914 0.404
N 1.3712 -0.8465 -0.5847 -0.278
O -3.0910 -1.4283 0.3661 -0.621
O 2.1667 -1.7713 -0.2808 -0.592
H 0.0612 0.9288 -0.9387 0.339
H 0.0163 -0.9844 0.9722 0.270
```

The HOMO energy comes out at -2.1 eV. Its LUMO energy is 4.6 eV. Its total charge is -1. The value obtained for the gap between HOMO and LUMO is 6.757 eV.


*C*
ORCA calculation (wB97M-V/def2-TZVPD) on a 2-piece molecular cluster, H2N5O2 overall.

Structure (XYZ):
```
9
Properties=species:S:1:pos:R:3:mulliken_charge:R:1
N -0.1896 -0.2092 2.6274 0.602
N -0.8070 -0.7648 1.7709 -0.884
N -0.1353 0.6090 -0.5599 -0.132
N 0.8516 0.1644 3.1258 0.053
N -0.0797 0.1550 -1.7486 -0.030
O 1.1579 0.7443 4.1907 -0.696
O 0.1785 0.9547 -2.6286 -0.508
H -0.5243 0.0073 0.2968 0.389
H -0.1729 1.6786 -0.6066 0.207
```

The HOMO energy comes out at -2.9 eV. Its LUMO energy is 4.5 eV. Its total charge is -1. The value obtained for the gap between HOMO and LUMO is 7.407 eV.


Short version: *C* is the most stable of them.